Molecular formula: C33H66Cl2O23
Method: DFT, ωB97M-V/def2-TZVPD

ORCA input file:
```
! RIJCOSX wB97M-V def2-TZVPD def2/J DEFGRID3
* xyz 0 1
C 39.879 -8.739 -24.574
Cl 38.562 -7.981 -23.812
Cl 39.567 -8.881 -26.317
H 40.879 -8.339 -24.405
H 39.989 -9.663 -24.007
C 41.097 -5.997 -27.024
C 41.103 -4.634 -27.751
O 42.468 -4.230 -27.872
C 42.746 -3.119 -28.423
O 41.888 -2.362 -28.840
O 44.080 -3.021 -28.546
C 44.657 -1.798 -29.034
H 41.908 -6.184 -26.320
H 41.209 -6.820 -27.730
H 40.089 -6.051 -26.614
H 40.643 -3.822 -27.189
H 40.495 -4.836 -28.633
H 45.717 -2.048 -29.089
H 44.576 -0.916 -28.399
H 44.420 -1.681 -30.091
C 39.975 -0.539 -19.431
C 39.880 -0.951 -20.931
O 40.318 0.184 -21.768
C 39.428 1.143 -22.053
O 38.358 1.404 -21.591
O 39.833 1.778 -23.156
C 39.093 2.805 -23.761
H 39.954 -1.467 -18.861
H 39.265 0.256 -19.201
H 40.921 -0.083 -19.138
H 38.912 -1.334 -21.252
H 40.601 -1.752 -21.100
H 39.517 2.866 -24.764
H 39.296 3.700 -23.174
H 38.016 2.652 -23.820
C 43.082 -9.824 -16.063
C 44.197 -8.939 -16.420
O 44.962 -9.508 -17.496
C 46.115 -8.865 -17.698
O 46.599 -7.828 -17.138
O 46.749 -9.711 -18.524
C 48.122 -10.071 -18.285
H 42.201 -9.386 -15.595
H 43.388 -10.500 -15.265
H 42.700 -10.361 -16.931
H 44.816 -8.936 -15.523
H 43.850 -7.914 -16.552
H 48.560 -10.801 -18.966
H 48.066 -10.491 -17.281
H 48.722 -9.166 -18.185
C 41.474 -4.260 -10.512
C 42.226 -3.302 -11.419
O 41.784 -3.402 -12.721
C 41.088 -2.446 -13.290
O 40.908 -1.289 -12.831
O 40.717 -2.848 -14.538
C 39.820 -2.037 -15.391
H 41.537 -4.008 -9.454
H 41.780 -5.302 -10.606
H 40.413 -4.358 -10.741
H 43.256 -3.658 -11.427
H 42.209 -2.362 -10.869
H 40.124 -0.990 -15.362
H 38.780 -2.100 -15.072
H 39.947 -2.491 -16.373
C 45.080 -5.505 -21.069
C 45.908 -4.348 -20.583
O 47.229 -4.784 -20.248
C 48.097 -5.000 -21.244
O 47.790 -4.850 -22.429
O 49.236 -5.403 -20.707
C 50.460 -5.259 -21.436
H 44.834 -6.231 -20.295
H 45.545 -6.066 -21.880
H 44.140 -5.090 -21.433
H 45.537 -3.838 -19.693
H 45.824 -3.617 -21.387
H 50.703 -4.211 -21.609
H 50.484 -5.718 -22.425
H 51.249 -5.848 -20.968
C 45.173 -5.929 -14.500
C 44.377 -6.944 -13.814
O 43.063 -6.536 -14.144
C 42.058 -7.236 -13.762
O 41.977 -8.062 -12.869
O 41.050 -6.708 -14.454
C 39.959 -7.555 -14.767
H 46.190 -6.287 -14.338
H 44.971 -4.936 -14.099
H 45.076 -5.860 -15.584
H 44.461 -6.892 -12.729
H 44.743 -7.956 -13.990
H 40.214 -8.610 -14.873
H 39.380 -7.215 -15.625
H 39.199 -7.469 -13.990
C 41.162 -4.933 -23.573
C 40.016 -4.880 -22.543
O 40.384 -5.722 -21.385
C 40.611 -5.101 -20.218
O 40.356 -3.927 -19.863
O 41.047 -6.101 -19.417
C 41.256 -5.788 -18.058
H 41.076 -4.141 -24.317
H 41.181 -5.935 -24.002
H 42.096 -4.813 -23.025
H 39.079 -5.295 -22.914
H 39.896 -3.898 -22.086
H 41.484 -6.697 -17.500
H 40.480 -5.159 -17.623
H 42.178 -5.207 -18.027
O 37.258 -2.974 -23.247
C 37.447 -3.454 -24.364
O 38.292 -2.988 -25.334
C 38.964 -1.726 -25.098
C 38.227 -0.542 -25.669
C 36.752 -4.826 -24.784
H 39.976 -1.789 -25.496
H 39.060 -1.541 -24.028
H 38.130 -0.668 -26.748
H 38.762 0.400 -25.544
H 37.301 -0.411 -25.108
H 36.891 -4.993 -25.852
H 35.674 -4.671 -24.726
H 37.141 -5.662 -24.203
*
```

As for the HOMO energy: -10.41 eV. Its gap between HOMO and LUMO is 10.82 eV. For the energy above the lowest of the compared OMol25 structures with the same formula, charge and spin, the calculation gives 465.3 kJ/mol. The largest force on an atom comes out at 5.22 eV/Å.